1.
# C4H11N2O2

The ion C4H11N2O2 with charge -1 at a distorted geometry (ωB97M-V with the def2-TZVPD basis set, the OMol25 dataset).

Cartesian coordinates (Å):
1 N 1.355 0.535 2.143
2 C 0.069 0.473 1.390
3 C -0.135 -0.583 0.293
4 C 0.895 -0.326 -0.906
5 O 2.163 -0.164 -0.270
6 N -1.624 -0.531 -0.109
7 C -1.953 0.143 -1.506
8 O -1.257 1.217 -1.736
9 H 2.051 0.996 1.593
10 H 1.746 -0.357 2.451
11 H -0.024 1.363 0.804
12 H -0.652 0.404 2.241
13 H 0.063 -1.700 0.551
14 H 0.816 -1.189 -1.601
15 H 0.599 0.490 -1.575
16 H 2.897 -0.397 -0.862
17 H -2.070 0.045 0.667
18 H -1.838 -0.764 -2.209
19 H -3.100 0.343 -1.359

Results
**LUMO**: 3.471 eV
**F_max**: 0.043 hartree/bohr
**Electronic energy**: -11399.8786 eV
**Relative energy (zero: lowest compared OMol25 entry of this formula, charge and spin)**: 402.3 kJ/mol
**Orbital gap**: 6.18 eV
**Net charge**: -1
**Spin multiplicity**: 1
**SMILES**: NC[C@H](CO)NC[O-]

***

2.
# C4H13NSi

A cluster of 2 separate species, C4H13NSi in total at a distorted geometry (ωB97M-V with the def2-TZVPD basis set, the OMol25 dataset).

Cartesian coordinates (Å):
1 C -2.125 -0.816 -0.969
2 C -2.522 0.922 0.893
3 C 3.048 0.518 -0.897
4 C -1.890 -0.350 0.407
5 N 1.392 -1.442 0.666
6 Si 1.666 0.212 0.467
7 H -2.877 -1.496 -0.462
8 H -2.701 -0.189 -1.633
9 H -1.261 -1.409 -1.273
10 H -1.909 1.491 1.749
11 H -3.552 0.907 1.221
12 H -2.509 1.672 -0.028
13 H 4.096 0.276 -0.491
14 H 2.862 0.101 -1.885
15 H 3.182 1.729 -1.007
16 H 0.430 0.854 -0.069
17 H 0.418 -1.795 0.722
18 H 2.067 -2.094 0.920
19 H 2.188 0.909 1.667

Results
**LUMO**: 0.423 eV
**F_max**: 0.069 hartree/bohr
**Electronic energy**: -13722.5822 eV
**Relative energy (zero: lowest compared OMol25 entry of this formula, charge and spin)**: 437.3 kJ/mol
**Orbital gap**: 8.42 eV
**Net charge**: 0
**Spin multiplicity**: 1

***

3.
# C7H13NO

A structure of composition C7H13NO at a distorted geometry (ωB97M-V with the def2-TZVPD basis set, the OMol25 dataset).

Cartesian coordinates (Å):
1 C 2.425 -1.865 -1.611
2 C 2.261 -0.357 -1.789
3 C 1.666 0.015 -3.146
4 C 1.508 0.289 -0.624
5 C 2.327 0.679 0.592
6 C 1.823 1.743 -0.326
7 C 0.127 -0.158 -0.393
8 N -1.041 0.128 -0.657
9 H 3.115 -2.264 -2.369
10 H 2.836 -2.101 -0.618
11 H 1.464 -2.385 -1.719
12 H 3.270 0.085 -1.746
13 H 0.666 -0.422 -3.277
14 H 1.580 1.106 -3.251
15 H 2.309 -0.356 -3.957
16 H 1.877 0.583 1.581
17 H 3.384 0.413 0.551
18 H 2.529 2.221 -1.006
19 H 1.019 2.393 0.020
20 O -0.421 -1.455 0.800
21 H -1.555 -0.790 0.218
22 H 0.230 -1.338 1.500

Results
**LUMO**: 0.802 eV
**F_max**: 0.074 hartree/bohr
**Electronic energy**: -11003.3937 eV
**Relative energy (zero: lowest compared OMol25 entry of this formula, charge and spin)**: 420.6 kJ/mol
**Orbital gap**: 9.97 eV
**Net charge**: 0
**Spin multiplicity**: 1

***

4.
# C15H13BrClIO7Pt

A structure of composition C15H13BrClIO7Pt (ωB97M-V with the def2-TZVPD basis set, the OMol25 dataset).

Cartesian coordinates (Å):
1 Pt -0.473 -1.247 0.125
2 C 2.713 -7.330 -0.036
3 O 3.719 -6.328 -0.075
4 C 3.329 -5.042 -0.050
5 C 4.380 -4.097 -0.091
6 C 4.077 -2.775 -0.070
7 C 2.740 -2.291 -0.008
8 C 2.471 -0.888 0.013
9 C 3.550 0.160 -0.022
10 O 1.331 -0.368 0.063
11 C 1.695 -3.258 0.032
12 O 0.421 -2.999 0.091
13 C 2.019 -4.632 0.010
14 H 3.237 -8.280 -0.065
15 H 2.050 -7.251 -0.899
16 H 2.129 -7.261 0.884
17 H 5.400 -4.451 -0.139
18 H 4.892 -2.069 -0.102
19 H 4.563 -0.220 -0.066
20 H 3.434 0.783 0.864
21 H 3.364 0.797 -0.886
22 H 1.196 -5.329 0.043
23 O -2.129 2.406 -0.886
24 Cl -1.410 1.884 0.226
25 O -1.908 2.389 1.457
26 O -0.004 2.036 0.093
27 O -1.755 0.375 0.242
28 Br -5.373 -4.604 0.824
29 C -5.546 -2.814 0.235
30 C -6.826 -2.305 0.080
31 C -7.001 -1.000 -0.352
32 C -5.900 -0.208 -0.632
33 C -4.617 -0.711 -0.480
34 C -4.443 -2.013 -0.040
35 I -2.528 -2.843 0.189
36 H -7.676 -2.936 0.298
37 H -8.003 -0.609 -0.471
38 H -6.027 0.811 -0.972
39 H -3.759 -0.096 -0.698

Results
**LUMO**: -0.259 eV
**F_max**: 0.013 hartree/bohr
**Electronic energy**: -124002.1828 eV
**Relative energy (zero: lowest compared OMol25 entry of this formula, charge and spin)**: 0.0 kJ/mol
**Orbital gap**: 8.41 eV
**Net charge**: 0
**Spin multiplicity**: 1

***

Question: Which formula does entry 3 have?
Answer: C7H13NO

***

Question: electronic energy of number 3 (C7H13NO)?
Answer: -11003.3937 eV

***

Question: Which formula does entry 1 have?
Answer: C4H11N2O2